(1)
Below is 10 unconnected molecules or ions with the total composition C56H56N4O12, with properties calculated with wB97M-V/def2-TZVPD.

Atoms and positions in Å:
O: 39.948 21.465 17.662
C: 38.560 21.373 17.306
C: 38.091 21.430 15.982
C: 36.609 21.213 15.732
C: 35.728 20.881 16.773
O: 34.330 20.790 16.438
C: 36.258 20.950 18.064
C: 37.596 20.972 18.319
H: 40.449 21.418 16.995
H: 38.585 21.358 15.105
H: 36.191 21.233 14.695
H: 33.878 21.551 16.817
H: 35.478 20.766 18.742
H: 38.062 20.946 19.365
O: 38.146 17.546 16.103
C: 39.423 17.233 16.572
C: 40.030 17.960 17.488
C: 41.244 17.409 18.151
C: 41.652 15.978 18.005
O: 42.683 15.379 18.717
C: 40.851 15.297 17.074
C: 39.815 15.833 16.334
H: 37.818 18.432 16.545
H: 39.943 19.161 17.614
H: 41.597 18.051 18.909
H: 42.750 14.601 18.427
H: 41.112 14.275 16.953
H: 39.219 15.094 15.768
O: 31.395 21.533 22.386
C: 31.602 21.676 21.044
C: 31.218 20.790 19.990
C: 31.452 21.114 18.569
C: 32.069 22.324 18.254
O: 32.219 22.731 16.901
C: 32.466 23.168 19.285
C: 32.259 22.869 20.599
H: 31.500 22.357 22.719
H: 30.796 19.851 20.304
H: 30.990 20.412 17.738
H: 31.277 22.832 16.663
H: 32.861 24.132 19.019
H: 32.674 23.589 21.176
O: 29.242 18.342 14.712
C: 29.876 19.612 14.421
C: 31.239 19.749 14.636
C: 31.965 20.957 14.311
C: 31.286 22.102 13.819
O: 31.958 23.150 13.448
C: 29.865 21.873 13.644
C: 29.160 20.628 13.911
H: 29.576 17.719 15.196
H: 31.979 18.995 15.169
H: 33.075 20.849 14.280
H: 31.589 23.612 12.799
H: 29.399 22.663 13.113
H: 28.210 20.618 13.711
O: 38.204 15.707 11.175
C: 37.378 16.310 11.979
C: 37.714 17.434 12.717
C: 36.782 18.407 13.377
C: 35.417 17.954 13.507
O: 34.460 18.707 14.089
C: 35.123 16.661 12.961
C: 36.081 15.867 12.307
H: 37.563 15.213 10.749
H: 38.804 17.734 12.890
H: 37.084 19.104 13.852
H: 34.789 19.141 14.979
H: 34.167 16.214 13.025
H: 36.029 14.922 11.870
O: 32.054 17.642 21.086
C: 33.341 17.625 20.612
C: 34.202 18.676 20.679
C: 35.672 18.530 20.070
C: 35.970 17.262 19.408
O: 37.145 17.164 18.767
C: 34.986 16.306 19.317
C: 33.733 16.442 20.046
H: 31.792 18.505 21.517
H: 33.817 19.439 21.148
H: 36.332 19.299 20.273
H: 37.456 16.358 18.900
H: 35.280 15.455 18.908
H: 33.282 15.379 20.058
C: 39.764 21.270 23.899
C: 40.095 21.923 22.736
C: 40.054 21.277 21.480
N: 39.784 19.953 21.457
C: 39.450 19.345 22.581
C: 39.303 19.978 23.840
H: 39.866 21.883 24.783
H: 40.609 22.835 22.521
H: 40.335 21.721 20.643
H: 39.248 18.420 22.562
H: 39.189 19.228 24.677
C: 36.820 25.028 15.643
C: 35.523 24.621 15.955
C: 34.509 25.529 15.815
N: 34.653 26.665 15.307
C: 35.930 27.146 14.996
C: 37.102 26.368 15.092
H: 37.514 24.335 15.840
H: 35.334 23.744 16.440
H: 33.470 25.105 15.954
H: 36.255 28.163 14.754
H: 38.005 26.742 14.952
C: 37.417 22.385 11.769
C: 38.031 23.478 12.448
C: 39.243 23.547 13.000
N: 40.010 22.394 12.827
C: 39.482 21.369 12.185
C: 38.234 21.279 11.567
H: 36.435 22.523 11.478
H: 37.377 24.423 12.698
H: 39.548 24.462 13.616
H: 40.117 20.476 12.061
H: 37.860 20.377 11.044
C: 45.538 20.309 15.526
C: 44.803 20.226 14.411
C: 43.502 20.884 14.369
N: 43.010 21.493 15.439
C: 43.699 21.475 16.636
C: 44.936 20.964 16.669
H: 46.449 19.780 15.611
H: 44.873 19.683 13.440
H: 43.211 20.980 13.332
H: 43.298 22.022 17.382
H: 45.576 20.878 17.603

Cartesian forces, eV/Å:
O -8.72 0.45 8.26
C -0.01 -1.39 -0.59
C -5.09 -1.10 2.75
C 1.71 -0.49 0.48
C 0.57 2.35 -2.23
O 2.27 -0.54 0.82
C -1.04 -1.33 -1.02
C 3.18 2.16 1.07
H 6.05 -0.45 -8.65
H 2.40 0.56 -2.41
H 0.71 0.12 0.88
H -0.31 0.08 -0.11
H -0.35 -0.16 1.72
H -1.10 -0.22 -1.44
O 0.06 2.58 0.58
C -3.25 -4.08 -1.73
C 5.28 3.09 2.54
C -1.53 -2.91 -1.03
C -1.89 4.52 -0.06
O -1.93 10.55 2.92
C 0.81 0.29 0.16
C -0.41 1.32 1.02
H 1.14 -2.56 -1.14
H -0.42 -3.28 -0.07
H 1.01 0.41 0.70
H 1.07 -9.98 -3.54
H -0.08 -1.05 -0.37
H 0.20 1.07 0.03
O -0.74 -4.62 -2.27
C 0.85 1.23 -2.94
C 0.84 1.25 -0.09
C -1.22 -1.26 1.05
C -0.53 -0.80 -0.15
O -1.00 -0.08 1.46
C -0.25 -0.21 -1.11
C -1.20 -2.61 -1.25
H 0.52 3.89 2.05
H -0.42 -0.21 -0.44
H 1.29 1.50 1.85
H 0.73 -0.03 -0.77
H 0.35 0.19 -0.05
H 0.81 1.86 2.70
O -3.96 7.69 -5.57
C 1.00 -4.03 2.03
C 3.51 0.95 1.00
C -0.61 -1.23 -0.32
C -3.09 -5.38 0.84
O 3.82 -0.71 3.58
C 1.65 -0.90 0.29
C 5.70 3.64 0.11
H 4.12 -4.84 4.47
H -2.17 1.03 -1.45
H -1.10 0.55 0.41
H -2.65 3.07 -4.17
H -1.05 0.61 -0.24
H -5.25 -0.41 -1.05
O 2.44 -0.05 0.02
C -2.39 4.07 4.73
C 1.09 3.92 1.62
C -4.50 -13.44 -6.90
C 2.87 -0.95 -1.45
O 0.06 1.24 2.76
C 1.26 0.36 -0.05
C 1.17 2.06 -0.68
H -1.03 -2.57 -2.51
H -1.42 -0.48 -0.80
H 4.13 9.03 5.78
H -0.84 -1.19 -2.62
H -1.03 -0.03 0.41
H -1.85 -1.91 -0.27
O -0.74 1.33 0.96
C -0.68 -0.69 -0.05
C 6.34 -4.27 -4.17
C -5.91 -3.42 1.05
C -1.66 4.61 1.37
O -1.32 5.29 -0.76
C -2.73 3.85 3.97
C 2.71 -4.04 -2.68
H 0.87 -1.38 -0.69
H -1.11 4.75 2.36
H 1.40 1.20 0.03
H 2.58 -5.74 0.52
H 0.65 -3.98 -1.88
H -0.39 2.42 0.30
C -0.19 1.31 0.66
C 0.62 -0.49 -3.33
C -1.48 -3.74 5.96
N -0.08 0.53 -1.13
C 0.59 7.29 1.21
C 1.28 -2.05 -0.39
H -0.09 -0.44 0.50
H -0.17 1.18 1.44
H 1.11 1.91 -3.78
H -1.32 -7.08 -0.62
H -0.30 1.58 -0.62
C -2.39 3.27 -1.25
C 2.66 2.37 -0.47
C -2.38 -3.58 -0.05
N 1.99 5.70 -1.88
C 1.26 -1.66 0.68
C -7.09 -4.03 2.42
H 3.06 -2.25 0.48
H -0.24 -2.48 0.91
H 0.89 0.93 0.19
H -1.75 0.18 -0.22
H 3.97 1.47 -0.80
C 3.35 0.58 1.01
C -4.61 2.94 0.29
C 2.01 -2.10 0.11
N -0.02 1.48 0.95
C 1.07 -0.85 -0.61
C -1.66 0.59 0.23
H -1.80 -0.15 -0.77
H 0.93 -1.93 -0.85
H 0.11 -1.77 -1.07
H 0.00 0.52 0.31
H 0.56 0.60 0.49
C -1.23 0.28 1.56
C -3.27 0.26 -2.23
C 2.88 0.17 1.89
N -0.63 0.00 -0.50
C 0.41 -1.02 -4.49
C 3.51 -1.95 0.76
H 0.98 -0.17 0.26
H 1.35 0.22 1.09
H -1.55 0.26 0.32
H -1.47 1.36 2.54
H -1.13 0.58 -1.06

## Properties
- Energy: -89492.876 eV
- SMILES: Oc1ccc(O)cc1.Oc1ccc(O)cc1.Oc1ccc(O)cc1.Oc1ccc(O)cc1.Oc1ccc(O)cc1.Oc1ccc(O)cc1.c1ccncc1.c1ccncc1.c1ccncc1.c1ccncc1
- Molecular weight: 977.1 g mol⁻¹
- ΔE to the lowest compared entry with this formula, charge and spin: 23.0 kJ/mol

Here are the Löwdin charges for atoms 1 to 5, given in e: O 0.068; C -0.226; C 0.032; C 0.010; C -0.279

=====

(2)
Below is a molecular structure, C56H58BrN3O2P2S2SiV, with properties calculated with wB97M-V/def2-TZVPD.

Atoms and positions in Å:
V: -0.348 0.086 1.317
S: 1.064 -2.146 0.393
C: 0.992 -3.888 0.650
C: 1.746 -4.606 -0.355
N: 2.355 -5.161 -1.169
C: 0.312 -4.649 1.569
S: -0.810 -4.176 2.786
C: 0.515 -6.092 1.473
N: 0.668 -7.233 1.406
Br: -0.273 2.755 -0.059
C: -1.498 3.531 1.163
C: -1.886 4.811 0.919
C: -2.733 5.459 1.848
C: -3.095 4.808 2.988
C: -2.668 3.477 3.248
C: -2.998 2.850 4.467
C: -2.586 1.565 4.691
C: -1.888 0.851 3.704
C: -1.512 1.380 2.476
C: -1.889 2.757 2.284
H: -1.536 5.324 0.030
H: -3.065 6.472 1.656
H: -3.715 5.301 3.732
H: -3.576 3.398 5.204
H: -2.822 1.077 5.632
H: -1.626 -0.180 3.921
O: 2.757 0.741 0.233
P: 3.312 0.608 -1.136
C: 2.145 1.085 -2.445
P: 0.515 0.264 -2.504
O: -0.182 -0.034 -1.222
C: 0.778 -1.195 -3.522
C: 0.350 -2.417 -3.016
C: 0.527 -3.576 -3.768
C: 1.108 -3.506 -5.024
C: 1.527 -2.281 -5.539
C: 1.364 -1.127 -4.789
C: -0.434 1.460 -3.488
C: -1.722 1.733 -3.046
C: -2.526 2.636 -3.733
C: -2.044 3.267 -4.869
C: -0.752 3.007 -5.310
C: 0.052 2.110 -4.619
C: 3.985 -0.990 -1.571
C: 4.136 -1.413 -2.888
C: 4.660 -2.671 -3.155
C: 5.048 -3.493 -2.104
C: 4.924 -3.059 -0.790
C: 4.382 -1.814 -0.518
C: 4.677 1.783 -1.413
C: 4.408 3.151 -1.403
C: 5.438 4.074 -1.512
C: 6.752 3.638 -1.619
C: 7.032 2.281 -1.611
C: 5.998 1.355 -1.509
H: 2.632 0.950 -3.416
H: 1.949 2.149 -2.310
H: -0.058 -2.460 -2.009
H: 0.237 -4.530 -3.347
H: 1.249 -4.410 -5.605
H: 1.989 -2.229 -6.519
H: 1.705 -0.179 -5.194
H: -2.074 1.250 -2.145
H: -3.525 2.849 -3.368
H: -2.667 3.974 -5.405
H: -0.369 3.506 -6.193
H: 1.066 1.936 -4.961
H: 3.834 -0.781 -3.716
H: 4.738 -3.015 -4.180
H: 5.412 -4.494 -2.309
H: 5.199 -3.716 0.026
H: 4.223 -1.485 0.503
H: 3.387 3.499 -1.274
H: 5.218 5.135 -1.502
H: 7.558 4.358 -1.700
H: 8.058 1.939 -1.680
H: 6.217 0.293 -1.504
C: 1.027 2.796 3.543
C: 1.440 1.580 4.335
C: 1.980 1.770 5.605
C: 2.530 0.721 6.320
C: 2.613 -0.522 5.710
C: 2.079 -0.760 4.447
C: 2.319 -2.086 3.784
C: 1.369 0.274 3.793
N: 0.662 0.054 2.603
H: 1.790 3.572 3.656
H: 0.076 3.209 3.888
H: 0.940 2.560 2.485
H: 1.981 2.774 6.021
H: 2.932 0.879 7.316
H: 3.131 -1.335 6.208
H: 3.294 -2.479 4.089
H: 2.283 -1.998 2.699
H: 1.553 -2.816 4.049
C: -3.649 -1.885 2.524
Si: -3.000 -1.009 0.972
C: -3.313 -2.379 -0.420
C: -2.196 -3.416 -0.307
C: -3.246 -1.788 -1.827
C: -4.627 -3.165 -0.270
C: -4.444 0.330 0.692
C: -4.792 1.005 2.022
C: -5.757 -0.262 0.175
C: -4.003 1.407 -0.302
H: -4.727 -2.093 2.451
H: -3.486 -1.274 3.420
H: -3.114 -2.830 2.664
H: -1.214 -2.953 -0.386
H: -2.300 -4.169 -1.111
H: -2.224 -3.941 0.654
H: -2.275 -1.311 -1.991
H: -4.034 -1.048 -2.017
H: -3.353 -2.588 -2.581
H: -4.743 -3.555 0.747
H: -4.599 -4.031 -0.950
H: -5.518 -2.588 -0.519
H: -5.196 0.282 2.742
H: -5.560 1.781 1.855
H: -3.935 1.483 2.485
H: -6.112 -1.081 0.809
H: -5.673 -0.631 -0.849
H: -6.536 0.523 0.178
H: -3.067 1.882 0.004
H: -4.767 2.200 -0.387
H: -3.858 0.984 -1.301

Cartesian forces, eV/Å:
V -0.50 -1.29 -0.69
S 0.11 -0.20 -0.02
C 0.10 -0.08 -0.40
C 0.03 0.10 0.21
N -0.13 0.15 0.07
C -0.15 -0.39 0.11
S 0.39 0.11 0.19
C -0.01 0.40 -0.07
N -0.02 -0.03 0.06
Br 0.17 -0.15 0.08
C 0.12 -0.03 0.01
C -0.10 0.25 0.01
C 0.06 -0.07 -0.08
C 0.03 -0.01 0.03
C 0.05 -0.05 -0.04
C -0.03 0.06 -0.01
C 0.04 -0.08 0.04
C 0.10 -0.04 0.02
C -0.54 0.79 0.13
C -0.07 -0.04 0.20
H -0.04 -0.02 0.08
H 0.01 0.00 0.00
H 0.04 -0.04 -0.05
H 0.02 -0.02 -0.03
H 0.02 0.01 -0.07
H 0.02 0.03 0.02
O 0.08 0.15 -0.33
P -0.20 0.07 0.51
C -0.07 -0.07 0.06
P -0.01 -0.21 0.12
O 0.19 0.48 -0.15
C -0.19 -0.08 -0.11
C 0.09 -0.09 0.08
C 0.02 0.03 0.04
C 0.01 0.04 0.02
C 0.00 0.10 0.05
C -0.03 -0.09 -0.03
C -0.08 -0.09 -0.02
C -0.16 0.06 -0.05
C 0.00 -0.06 0.10
C 0.02 0.02 0.00
C 0.10 -0.05 0.01
C 0.02 0.12 -0.15
C 0.05 -0.10 -0.01
C 0.08 -0.06 0.05
C 0.01 0.04 0.07
C -0.02 0.01 0.00
C 0.01 -0.05 -0.06
C -0.04 -0.02 0.01
C 0.06 0.03 0.01
C 0.06 0.09 0.06
C -0.11 -0.04 -0.01
C 0.02 0.00 0.00
C -0.04 -0.09 0.00
C 0.08 0.05 -0.09
H -0.07 0.10 0.02
H 0.03 0.09 0.01
H 0.04 0.01 -0.12
H 0.01 0.04 0.00
H 0.00 0.02 0.03
H -0.03 0.00 0.04
H -0.05 -0.06 -0.01
H -0.01 -0.03 -0.03
H 0.06 -0.04 0.00
H 0.02 -0.04 0.01
H 0.00 -0.02 0.04
H -0.06 0.01 -0.01
H 0.02 -0.05 0.05
H -0.01 0.00 0.04
H -0.03 0.08 0.03
H -0.05 0.02 -0.04
H -0.06 -0.03 -0.07
H 0.06 0.00 -0.01
H -0.01 -0.02 0.01
H -0.01 -0.01 0.00
H -0.04 -0.01 0.00
H 0.00 0.05 0.00
C 0.05 -0.05 0.16
C -0.09 0.03 -0.11
C -0.02 0.04 -0.07
C -0.03 -0.04 -0.05
C 0.02 0.03 -0.05
C -0.09 -0.06 -0.13
C -0.11 -0.02 0.01
C -0.10 0.09 -0.29
N 1.17 0.37 0.91
H -0.01 -0.01 0.02
H 0.04 -0.05 -0.03
H 0.02 0.02 0.08
H 0.01 -0.03 -0.04
H 0.01 -0.01 -0.05
H -0.02 -0.02 -0.01
H -0.08 0.02 0.00
H 0.00 0.02 -0.03
H -0.12 -0.07 -0.02
C -0.02 -0.04 0.29
Si 0.03 -0.07 -0.17
C 0.01 -0.03 0.05
C -0.02 -0.15 -0.08
C -0.07 0.05 -0.15
C 0.00 -0.07 -0.01
C 0.08 0.11 -0.04
C -0.12 0.04 0.05
C -0.15 0.09 0.02
C -0.08 0.10 0.03
H 0.16 0.05 0.02
H -0.06 -0.13 -0.11
H -0.06 0.09 -0.01
H -0.01 -0.01 0.05
H 0.00 0.11 0.09
H 0.03 0.07 -0.15
H -0.02 0.06 -0.02
H 0.13 -0.10 -0.03
H 0.01 0.09 0.08
H 0.01 0.00 -0.12
H 0.01 0.06 0.06
H 0.09 -0.13 0.01
H 0.04 0.11 -0.11
H 0.07 -0.09 0.02
H -0.19 -0.07 -0.07
H 0.01 0.14 -0.07
H -0.05 0.04 0.08
H 0.10 -0.08 0.00
H -0.09 -0.06 -0.04
H 0.07 -0.07 0.01
H -0.06 0.01 0.07

## Properties
- Charge: -2
- Energy: -211437.298 eV
- <S²>: 0.850
- Molecular weight: 1090.1 g mol⁻¹
- ΔE to the lowest compared entry with this formula, charge and spin: 177.3 kJ/mol
- Multiplicity: 2

Here are the Löwdin charges for atoms 1 to 5, given in e: V 0.584; S 0.624; C -0.716; C -0.320; N 0.133

=====

Question: Which of these has the highest ΔE to the lowest compared entry with this formula, charge and spin?
Answer: C56H58BrN3O2P2S2SiV

=====

Question: Which of these has the highest molecular weight?
Answer: C56H58BrN3O2P2S2SiV

=====

Question: Among the records above, which one has the lowest energy?
Answer: C56H58BrN3O2P2S2SiV